The following is a DFT calculation (ωB97M-V/def2-TZVPD) of C19H20FIN4O2 in the gas phase in a non-equilibrium geometry.

Bonds (Å) are listed after each position.
Positions of all 47 atoms, in Å:
1 C -0.308 2.806 3.864  C2 1.226, H28 1.086
2 C -0.795 2.693 2.745  C1 1.226, C3 1.464
3 C -1.319 2.497 1.393  C2 1.464, C4 1.555, H29 1.122, H30 1.097
4 C -0.135 2.011 0.510  C3 1.555, C5 1.556, H31 1.074, H32 1.124
5 C -0.604 1.607 -0.917  C4 1.556, N6 1.483, H33 1.103, H34 1.120
6 N 0.380 0.733 -1.600  C5 1.483, C7 1.389, C15 1.501
7 C 1.501 1.325 -2.167  N6 1.389, N8 1.312, C13 1.369
8 N 2.019 2.485 -1.840  C7 1.312, C9 1.330
9 C 3.060 2.879 -2.568  N8 1.330, F10 1.339, N11 1.385
10 F 3.599 4.053 -2.219  C9 1.339
11 N 3.553 2.219 -3.682  C9 1.385, C12 1.343
12 C 2.964 1.053 -3.993  N11 1.343, C13 1.394, H35 1.101
13 C 1.891 0.574 -3.243  C7 1.369, C12 1.394, N14 1.399
14 N 1.057 -0.536 -3.418  C13 1.399, C15 1.472, H36 1.011
15 C 0.014 -0.494 -2.381  N6 1.501, N14 1.472, C16 1.537, H37 1.109
16 C 0.131 -1.811 -1.597  C15 1.537, C17 1.519, H38 1.091, H39 1.087
17 C -0.810 -1.832 -0.405  C16 1.519, C18 1.411, C25 1.398
18 C -2.179 -2.021 -0.692  C17 1.411, I19 2.249, C20 1.388
19 I -3.135 -2.395 -2.692  C18 2.249
20 C -3.121 -2.040 0.328  C18 1.388, C21 1.403, H40 1.080
21 C -2.703 -1.983 1.665  C20 1.403, C22 1.418, H41 1.104
22 C -1.315 -1.901 1.949  C21 1.418, O23 1.376, C25 1.412
23 O -1.012 -1.904 3.292  C22 1.376, C24 1.441
24 C -0.646 -0.617 3.827  O23 1.441, H42 1.096, H43 1.097, H44 1.085
25 C -0.360 -1.777 0.917  C17 1.398, C22 1.412, O26 1.357
26 O 0.941 -1.492 1.179  C25 1.357, C27 1.424
27 C 1.711 -2.639 1.525  O26 1.424, H45 1.088, H46 1.077, H47 1.064
28 H 0.199 2.923 4.817  C1 1.086
29 H -2.164 1.759 1.402  C3 1.122
30 H -1.626 3.508 1.098  C3 1.097
31 H 0.216 1.113 0.983  C4 1.074
32 H 0.697 2.766 0.455  C4 1.124
33 H -1.578 1.099 -0.816  C5 1.103
34 H -0.786 2.555 -1.485  C5 1.120
35 H 3.325 0.475 -4.857  C12 1.101
36 H 0.777 -0.786 -4.357  N14 1.011
37 H -0.993 -0.416 -2.839  C15 1.109
38 H 1.149 -2.023 -1.264  C16 1.091
39 H -0.163 -2.604 -2.280  C16 1.087
40 H -4.166 -2.202 0.108  C20 1.080
41 H -3.442 -1.990 2.486  C21 1.104
42 H -0.754 -0.610 4.917  C24 1.096
43 H 0.392 -0.391 3.553  C24 1.097
44 H -1.287 0.164 3.431  C24 1.085
45 H 1.593 -3.453 0.812  C27 1.088
46 H 2.752 -2.368 1.563  C27 1.077
47 H 1.479 -3.012 2.494  C27 1.064

Properties
SMILES: C#CCCCN1c2nc(F)ncc2N[C@H]1Cc1c(I)ccc(OC)c1OC
Net charge: 0
Electronic energy, hartree: -1502.967474
Strongest force on any atom, eV/Å: 3.12

=====

The following is a DFT calculation (ωB97M-V/def2-TZVPD) of C19H20N2O2 in the gas phase.

Bonds (Å) are listed after each position.
Positions of all 43 atoms, in Å:
1 N 3.842 3.942 -0.591  C2 1.352, H24 1.003, H25 1.006
2 C 4.663 2.896 -0.348  N1 1.352, O3 1.210, C4 1.526
3 O 5.774 3.043 0.107  C2 1.210
4 C 4.081 1.523 -0.670  C2 1.526, C5 1.533, C23 1.532, H26 1.095
5 C 2.885 1.202 0.234  C4 1.533, C6 1.533, H27 1.092, H28 1.091
6 C 2.345 -0.194 -0.095  C5 1.533, N7 1.443, H29 1.096, H30 1.090
7 N 1.991 -0.272 -1.492  C6 1.443, C8 1.357, C22 1.448
8 C 0.725 -0.248 -1.979  N7 1.357, O9 1.218, C10 1.496
9 O 0.484 -0.046 -3.156  C8 1.218
10 C -0.371 -0.534 -1.003  C8 1.496, C11 1.391, C21 1.389
11 C -0.453 -1.765 -0.359  C10 1.391, C12 1.381, H31 1.081
12 C -1.514 -2.042 0.480  C11 1.381, C13 1.394, H32 1.080
13 C -2.519 -1.100 0.693  C12 1.394, C14 1.470, C20 1.393
14 C -3.647 -1.397 1.589  C13 1.470, C15 1.393, C19 1.393
15 C -3.435 -2.040 2.807  C14 1.393, C16 1.382, H33 1.081
16 C -4.496 -2.316 3.650  C15 1.382, C17 1.385, H34 1.080
17 C -5.784 -1.961 3.287  C16 1.385, C18 1.385, H35 1.080
18 C -6.006 -1.326 2.077  C17 1.385, C19 1.382, H36 1.080
19 C -4.946 -1.042 1.236  C14 1.393, C18 1.382, H37 1.080
20 C -2.438 0.124 0.034  C13 1.393, C21 1.381, H38 1.080
21 C -1.380 0.402 -0.810  C10 1.389, C20 1.381, H39 1.080
22 C 3.099 -0.007 -2.386  N7 1.448, C23 1.529, H40 1.095, H41 1.091
23 C 3.667 1.391 -2.139  C4 1.532, C22 1.529, H42 1.092, H43 1.091
24 H 2.934 3.835 -1.004  N1 1.003
25 H 4.182 4.871 -0.412  N1 1.006
26 H 4.877 0.800 -0.463  C4 1.095
27 H 2.088 1.932 0.082  C5 1.092
28 H 3.187 1.239 1.282  C5 1.091
29 H 3.116 -0.945 0.113  C6 1.096
30 H 1.471 -0.410 0.521  C6 1.090
31 H 0.312 -2.509 -0.529  C11 1.081
32 H -1.579 -3.008 0.959  C12 1.080
33 H -2.430 -2.305 3.101  C15 1.081
34 H -4.316 -2.809 4.594  C16 1.080
35 H -6.612 -2.180 3.945  C17 1.080
36 H -7.010 -1.051 1.787  C18 1.080
37 H -5.127 -0.562 0.285  C19 1.080
38 H -3.204 0.868 0.195  C20 1.080
39 H -1.329 1.348 -1.328  C21 1.080
40 H 3.873 -0.763 -2.216  C22 1.095
41 H 2.725 -0.095 -3.408  C22 1.091
42 H 2.898 2.124 -2.391  C23 1.092
43 H 4.526 1.559 -2.789  C23 1.091

Properties
SMILES: NC(=O)C1CCN(C(=O)c2ccc(-c3ccccc3)cc2)CC1
Net charge: 0
Relative energy (zero: lowest compared OMol25 entry of this formula, charge and spin), eV: 0.0051
Strongest force on any atom, eV/Å: 0.57

=====

The following is a DFT calculation (ωB97M-V/def2-TZVPD) of C19H20N2O4 in the gas phase.

Bonds (Å) are listed after each position.
Positions of all 45 atoms, in Å:
1 C 4.726 2.801 -1.651  C2 1.523, H26 1.087, H27 1.088, H28 1.087
2 C 4.387 1.520 -0.899  C1 1.523, C3 1.527, H29 1.093, H30 1.093
3 C 4.137 1.790 0.583  C2 1.527, C4 1.530, H31 1.092, H32 1.091
4 C 3.788 0.509 1.342  C3 1.530, C5 1.520, H33 1.093, H34 1.091
5 C 2.424 -0.012 0.921  C4 1.520, O6 1.213, N7 1.364
6 O 1.465 0.720 0.794  C5 1.213
7 N 2.392 -1.361 0.722  C5 1.364, C8 1.402, H35 1.011
8 C 1.313 -2.168 0.336  N7 1.402, C9 1.394, C25 1.389
9 C 1.583 -3.456 -0.122  C8 1.394, C10 1.382, H36 1.081
10 C 0.547 -4.287 -0.505  C9 1.382, C11 1.383, H37 1.079
11 C -0.761 -3.841 -0.452  C10 1.383, C12 1.391, H38 1.079
12 C -1.040 -2.553 -0.006  C11 1.391, C13 1.498, C25 1.391
13 C -2.474 -2.120 0.027  C12 1.498, O14 1.214, N15 1.364
14 O -3.385 -2.916 0.130  C13 1.214
15 N -2.614 -0.769 -0.100  C13 1.364, C16 1.386, H39 1.012
16 C -3.744 0.029 -0.021  N15 1.386, C17 1.396, C21 1.412
17 C -5.024 -0.527 -0.054  C16 1.396, C18 1.380, H40 1.077
18 C -6.147 0.273 -0.004  C17 1.380, C19 1.388, H41 1.080
19 C -6.024 1.653 0.073  C18 1.388, C20 1.378, H42 1.079
20 C -4.768 2.216 0.113  C19 1.378, C21 1.398, H43 1.080
21 C -3.612 1.432 0.075  C16 1.412, C20 1.398, C22 1.483
22 C -2.340 2.187 0.173  C21 1.483, O23 1.206, O24 1.346
23 O -2.273 3.392 0.168  C22 1.206
24 O -1.235 1.428 0.294  C22 1.346, H44 0.973
25 C -0.002 -1.726 0.411  C8 1.389, C12 1.391, H45 1.077
26 H 4.905 2.591 -2.703  C1 1.087
27 H 5.619 3.263 -1.236  C1 1.088
28 H 3.907 3.512 -1.578  C1 1.087
29 H 5.210 0.809 -1.006  C2 1.093
30 H 3.495 1.068 -1.338  C2 1.093
31 H 5.025 2.243 1.026  C3 1.092
32 H 3.308 2.492 0.687  C3 1.091
33 H 3.729 0.729 2.412  C4 1.093
34 H 4.564 -0.244 1.190  C4 1.091
35 H 3.274 -1.851 0.780  N7 1.011
36 H 2.605 -3.806 -0.170  C9 1.081
37 H 0.764 -5.287 -0.851  C10 1.079
38 H -1.580 -4.475 -0.752  C11 1.079
39 H -1.752 -0.244 -0.172  N15 1.012
40 H -5.117 -1.599 -0.116  C17 1.077
41 H -7.125 -0.184 -0.028  C18 1.080
42 H -6.902 2.279 0.106  C19 1.079
43 H -4.641 3.286 0.181  C20 1.080
44 H -0.420 1.950 0.401  O24 0.973
45 H -0.185 -0.746 0.819  C25 1.077

Properties
SMILES: CCCCC(=O)Nc1cccc(C(=O)Nc2ccccc2C(=O)O)c1
Net charge: 0
Relative energy (zero: lowest compared OMol25 entry of this formula, charge and spin), eV: 0.0510
Strongest force on any atom, eV/Å: 0.75